{
  "formula": "C5H16NOS",
  "method": "ωB97M-V/def2-TZVPD",
  "charge": 1,
  "total_energy_ev": -19808.70600,
  "elements": ["S", "O", "N", "C", "C", "C", "C", "C", "H", "H", "H", "H", "H", "H", "H", "H", "H", "H", "H", "H", "H", "H", "H", "H"],
  "positions_angstrom": [[-0.541, 1.204, -1.920], [1.404, -2.347, -1.018], [-0.921, -1.523, 0.350], [-0.560, -0.388, 1.280], [1.084, -0.619, 1.415], [-1.745, 1.398, -0.446], [1.123, 2.000, -1.543], [-1.045, 0.982, 0.932], [-1.874, 2.474, -0.261], [1.738, 1.226, -1.453], [-1.541, -1.131, -0.533], [-1.804, 1.242, 1.673], [1.407, -3.232, -0.816], [0.963, 2.825, -0.801], [1.152, -1.579, 1.998], [1.693, 0.205, 1.625], [-0.102, -1.800, -0.200], [-0.972, -0.603, 2.309], [-1.255, -2.398, 0.797], [1.602, -2.134, -1.953], [-0.206, 1.628, 1.085], [-2.703, 0.872, -0.799], [1.463, 2.642, -2.358], [1.641, -0.942, 0.638]],
  "atomic_forces_ev_per_a": [[-0.4, 0.1, 0.2], [-0.3, 3.9, -1.1], [-2.3, 1.0, -2.9], [3.1, -1.7, 1.2], [-3.8, -1.2, 2.1], [2.1, -0.3, 0.1], [-4.1, 4.1, -0.4], [-2.1, 0.5, -1.3], [-0.6, -0.4, -0.5], [2.9, -2.7, 1.4], [1.2, -1.4, 3.0], [0.1, 0.2, 0.1], [0.5, -3.5, 0.0], [0.5, -1.5, 0.3], [0.3, 1.5, 0.6], [0.3, 1.4, 1.9], [0.8, 0.0, -0.1], [0.5, -0.2, -1.3], [-0.4, 1.0, -0.4], [-0.1, -0.8, 0.8], [0.3, 0.7, -0.1], [1.4, 0.8, 0.8], [-0.4, -0.5, -0.6], [0.6, -0.9, -3.8]],
  "nbo_charge": [0.079, -0.965, -0.747, -0.038, -0.645, -0.506, -0.706, -0.455, 0.246, 0.208, 0.466, 0.233, 0.490, 0.241, 0.215, 0.242, 0.471, 0.235, 0.444, 0.518, 0.239, 0.244, 0.250, 0.241]
}



{
  "formula": "C3H3N3S",
  "method": "ωB97M-V/def2-TZVPD",
  "smiles": "C1=NN=CSN=C1",
  "total_energy_ev": -18460.63234,
  "elements": ["S", "N", "N", "N", "C", "C", "C", "H", "H", "H"],
  "positions_angstrom": [[-1.819, -0.386, 0.343], [-0.742, -0.101, 1.475], [-0.118, 0.595, -1.528], [0.977, -0.126, -1.242], [-1.303, 0.511, -1.027], [1.184, -0.538, -0.032], [0.579, -0.141, 1.355], [-2.222, 1.174, -1.425], [2.278, -1.108, -0.021], [1.186, 0.121, 2.103]],
  "atomic_forces_ev_per_a": [[-2.3, -1.7, -0.9], [5.5, 0.7, 2.9], [-2.1, 1.9, -0.5], [-0.9, -1.6, 1.8], [0.2, 1.5, -1.8], [3.9, -0.3, 0.4], [-6.0, -1.3, -5.9], [2.5, -1.3, 0.5], [-2.9, 1.3, 0.5], [2.2, 0.7, 3.0]],
  "nbo_charge": [0.505, -0.574, -0.259, -0.211, -0.146, -0.004, 0.065, 0.226, 0.201, 0.197]
}



{
  "formula": "C11H15OP",
  "method": "ωB97M-V/def2-TZVPD",
  "total_energy_ev": -22972.96336,
  "elements": ["P", "O", "C", "C", "C", "C", "C", "C", "C", "C", "C", "C", "C", "H", "H", "H", "H", "H", "H", "H", "H", "H", "H", "H", "H", "H", "H", "H"],
  "positions_angstrom": [[-1.134, -2.421, 0.352], [4.158, 4.171, -0.399], [2.913, 2.381, 0.621], [-2.864, -2.826, 0.386], [-4.105, -2.128, -0.387], [3.742, 3.508, 0.821], [0.880, -0.398, 1.209], [-2.956, -2.837, 1.892], [-0.512, -0.881, 1.134], [1.188, 0.443, 0.190], [-0.749, -2.833, 2.050], [2.196, 1.470, 0.287], [4.834, 3.439, -1.321], [1.373, -0.148, 2.114], [-4.100, -1.043, -0.324], [3.320, 4.338, 1.445], [-3.298, -1.867, 2.200], [5.209, 4.244, -1.936], [4.588, 3.182, 1.499], [4.312, 2.700, -1.941], [-3.695, -3.589, 2.173], [5.822, 3.192, -0.834], [0.723, 0.385, -0.765], [-0.569, -3.137, -0.843], [-5.056, -2.456, -0.061], [-1.883, -2.988, 2.524], [-4.152, -2.507, -1.443], [-2.854, -3.944, 0.243]],
  "atomic_forces_ev_per_a": [[3.0, 1.5, -0.6], [-2.3, 0.3, 2.6], [-1.2, -0.9, -0.9], [-1.8, -0.7, -0.6], [2.1, -1.2, -0.8], [1.8, 1.9, 1.1], [-1.9, 1.4, -1.7], [-1.2, 1.4, 0.1], [-1.7, -4.2, 0.4], [1.8, -0.1, 0.0], [1.5, 1.3, -1.9], [-0.4, -0.5, 0.9], [3.0, 0.7, -0.3], [0.2, -0.6, 1.1], [0.3, 0.0, -0.1], [-0.3, -0.8, -0.7], [0.1, 0.5, 0.7], [-0.1, 0.0, -1.1], [-0.1, 0.3, -1.1], [0.1, -0.2, 0.6], [0.6, -0.2, 0.7], [-0.9, -1.2, -0.6], [-0.7, -0.1, -0.5], [-0.4, 0.6, 1.2], [-0.9, -0.5, 1.2], [-1.6, -0.5, 0.7], [0.6, 0.8, 0.7], [0.2, 1.0, -1.0]],
  "nbo_charge": [1.078, -0.523, -0.054, -0.557, -0.606, -0.152, -0.248, -0.395, -0.461, -0.282, -0.465, -0.001, -0.263, 0.232, 0.231, 0.218, 0.224, 0.192, 0.189, 0.184, 0.229, 0.162, 0.210, -0.032, 0.220, 0.196, 0.224, 0.247]
}



Please write out number 2 again, unchanged.
{
  "formula": "C3H3N3S",
  "method": "ωB97M-V/def2-TZVPD",
  "smiles": "C1=NN=CSN=C1",
  "total_energy_ev": -18460.63234,
  "elements": ["S", "N", "N", "N", "C", "C", "C", "H", "H", "H"],
  "positions_angstrom": [[-1.819, -0.386, 0.343], [-0.742, -0.101, 1.475], [-0.118, 0.595, -1.528], [0.977, -0.126, -1.242], [-1.303, 0.511, -1.027], [1.184, -0.538, -0.032], [0.579, -0.141, 1.355], [-2.222, 1.174, -1.425], [2.278, -1.108, -0.021], [1.186, 0.121, 2.103]],
  "atomic_forces_ev_per_a": [[-2.3, -1.7, -0.9], [5.5, 0.7, 2.9], [-2.1, 1.9, -0.5], [-0.9, -1.6, 1.8], [0.2, 1.5, -1.8], [3.9, -0.3, 0.4], [-6.0, -1.3, -5.9], [2.5, -1.3, 0.5], [-2.9, 1.3, 0.5], [2.2, 0.7, 3.0]],
  "nbo_charge": [0.505, -0.574, -0.259, -0.211, -0.146, -0.004, 0.065, 0.226, 0.201, 0.197]
}



Repeat the second record exactly.
{
  "formula": "C3H3N3S",
  "method": "ωB97M-V/def2-TZVPD",
  "smiles": "C1=NN=CSN=C1",
  "total_energy_ev": -18460.63234,
  "elements": ["S", "N", "N", "N", "C", "C", "C", "H", "H", "H"],
  "positions_angstrom": [[-1.819, -0.386, 0.343], [-0.742, -0.101, 1.475], [-0.118, 0.595, -1.528], [0.977, -0.126, -1.242], [-1.303, 0.511, -1.027], [1.184, -0.538, -0.032], [0.579, -0.141, 1.355], [-2.222, 1.174, -1.425], [2.278, -1.108, -0.021], [1.186, 0.121, 2.103]],
  "atomic_forces_ev_per_a": [[-2.3, -1.7, -0.9], [5.5, 0.7, 2.9], [-2.1, 1.9, -0.5], [-0.9, -1.6, 1.8], [0.2, 1.5, -1.8], [3.9, -0.3, 0.4], [-6.0, -1.3, -5.9], [2.5, -1.3, 0.5], [-2.9, 1.3, 0.5], [2.2, 0.7, 3.0]],
  "nbo_charge": [0.505, -0.574, -0.259, -0.211, -0.146, -0.004, 0.065, 0.226, 0.201, 0.197]
}